# 1
50
Properties=species:S:1:pos:R:3 method="wB97M-V/def2-TZVPD" homo_lumo_gap_ev=9.63 homo_energy_ev=-9.280 spin_multiplicity=1
O 2.05 -5.30 -1.91
O -2.19 3.47 3.06
O -1.10 -3.16 -1.97
O -0.32 -0.68 1.16
O 2.02 2.69 0.14
O 0.51 -1.27 -3.09
O -1.61 0.47 -0.53
O -2.20 0.82 1.87
O 1.22 0.77 -0.93
O -0.23 2.99 -1.02
O -0.01 1.77 1.23
C 2.63 -4.67 -1.04
C -2.22 4.52 2.42
C -0.23 -3.38 -1.13
N -0.43 -4.24 -0.13
N 2.27 -3.44 -0.65
C 3.83 -5.27 -0.34
C -2.45 5.84 3.14
C -1.65 -5.02 0.06
C -0.05 4.40 -0.79
C -1.96 4.49 0.92
C -0.49 4.86 0.61
C 1.49 -2.17 -2.62
C 1.15 -2.67 -1.21
P -0.98 0.60 0.90
P 0.73 2.02 -0.12
H -0.33 -1.75 -3.04
H -1.97 -0.42 -0.46
H -1.76 1.16 2.66
H 1.79 1.19 -1.58
H 0.33 -4.38 0.52
H 2.81 -3.00 0.08
H 4.04 -6.24 -0.79
H 3.60 -5.40 0.72
H 4.69 -4.62 -0.46
H -3.23 6.41 2.65
H -1.52 6.43 3.14
H -2.75 5.66 4.18
H -1.92 -5.52 -0.87
H -1.51 -5.77 0.84
H -2.47 -4.35 0.35
H -0.65 4.94 -1.53
H 0.99 4.69 -0.96
H -2.63 5.19 0.41
H -2.19 3.49 0.55
H -0.36 5.94 0.69
H 0.17 4.41 1.36
H 1.55 -3.02 -3.30
H 2.46 -1.67 -2.60
H 1.05 -1.79 -0.59

=====

# 2
22
Properties=species:S:1:pos:R:3 method="wB97M-V/def2-TZVPD" homo_lumo_gap_ev=8.26 homo_energy_ev=-4.516 e_above_lowest_ev=0.5981 spin_multiplicity=1 total_charge=-1
C -1.61 2.52 0.64
C -0.73 1.52 1.31
C -0.38 0.25 0.90
C 0.57 0.73 2.80
N -0.10 1.83 2.50
N 0.56 -0.18 1.79
H -2.43 2.75 1.31
H -1.89 2.30 -0.38
H -0.66 -0.38 0.09
H 1.22 0.61 3.66
H 0.91 -1.14 1.91
H -0.99 3.43 0.69
C 0.20 -1.85 -1.63
C 0.26 -0.66 -2.59
C 1.32 -1.86 -0.51
O 2.44 -1.52 -0.91
O 0.99 -2.47 0.55
H -0.74 -1.91 -1.09
H 0.27 -2.77 -2.21
H -0.02 0.34 -2.28
H -0.39 -0.96 -3.43
H 1.22 -0.58 -3.11

=====

# 3
9
Properties=species:S:1:pos:R:3 method="wB97M-V/def2-TZVPD" homo_lumo_gap_ev="6.88 / 6.90" homo_energy_ev="-7.246 / -7.203" e_above_lowest_ev=4.3211 spin_multiplicity=1
C -0.59 -0.25 -1.12
C -0.65 0.62 -0.06
O 0.48 0.89 0.67
P 1.15 -1.20 1.32
H 0.14 -0.94 -1.10
H -1.56 -0.63 -1.58
H -1.54 1.23 0.24
H 0.50 1.60 1.34
H 2.09 -1.32 0.29